ORCA calculation (ωB97M-V with the def2-TZVPD basis set) on C20H21N4SSbSn as an isolated structure in a non-equilibrium geometry.

Atoms and positions in Å:
Sb 3.230 -0.021 0.046
Sn 0.105 -0.014 -0.550
S -2.956 3.814 -0.724
N -1.363 -1.811 -0.055
N -2.726 -3.377 0.691
N -1.415 1.854 -0.073
N -6.856 -6.930 4.703
C 5.378 -0.208 0.085
C -5.281 -5.599 3.178
C -2.471 3.669 0.943
C -4.206 -5.276 1.050
C -2.046 2.427 -1.075
C 2.991 1.897 1.009
C -2.080 -2.240 0.982
C -3.582 -4.127 1.538
C -3.808 -3.721 2.854
C -2.293 4.157 3.259
C -1.645 2.543 1.102
C -2.405 -3.694 -0.601
C -1.492 3.025 3.436
C -6.154 -6.340 4.020
C -1.158 2.218 2.370
C 3.104 0.881 -1.922
C -1.566 -2.729 -1.057
C -4.653 -4.452 3.667
C -2.796 4.487 2.018
C -5.049 -6.008 1.864
H 3.716 2.595 0.606
H -1.100 -2.639 -2.027
H -5.534 -6.896 1.488
H 5.716 -0.439 1.091
H 3.136 1.820 2.079
H 5.812 0.733 -0.244
H -0.537 1.334 2.485
H -3.335 -2.839 3.260
H 3.152 0.121 -2.698
H -2.769 -4.556 -1.114
H -4.836 -4.142 4.685
H 3.930 1.569 -2.063
H 5.676 -1.011 -0.585
H -2.524 4.779 4.108
H 2.168 1.451 -2.030
H -1.145 2.789 4.431
H -2.114 -1.729 1.925
H -3.431 5.346 1.874
H -1.988 2.043 -2.081
H -4.051 -5.618 0.039
H 1.982 2.278 0.815

Results
Energy: -50229.33120 eV
2S+1: 1
Total charge: +2



ORCA calculation (ωB97M-V with the def2-TZVPD basis set) on an isolated ion of composition C7H7N2 and charge +1 in a non-equilibrium geometry.

Atoms and positions in Å:
N 0.531 -1.048 -0.159
N -0.060 0.153 -2.100
C 1.491 -1.430 0.916
C -1.660 0.489 0.588
C 0.457 -1.039 -1.444
C 0.834 -0.619 1.794
C -0.509 1.238 0.001
C -0.367 1.180 -1.418
C -0.106 -0.011 0.749
H -2.137 0.928 1.389
H -0.350 2.286 0.340
H -2.192 -0.090 -0.078
H 1.058 -0.449 2.927
H -0.412 2.099 -2.035
H 1.075 -1.751 -2.060
H 2.348 -1.938 0.591

Results
2S+1: 3
Total charge: +1
Expectation value of S²: 2.026
Energy above the lowest of the compared OMol25 structures with the same formula, charge and spin: 451.0 kJ/mol



ORCA calculation (ωB97M-V with the def2-TZVPD basis set) on a 2-piece molecular cluster, C4H8O2 overall in a non-equilibrium geometry.

Atoms and positions in Å:
O -1.370 1.684 0.338
O 1.133 -0.835 0.282
C -0.154 -0.398 0.351
C 2.109 0.092 -0.164
C -0.369 1.056 0.608
C -1.150 -1.284 0.383
H -0.938 -2.343 0.372
H -2.159 0.564 -1.259
H 2.892 -0.495 -0.647
H 1.708 0.809 -0.897
H 0.481 1.534 1.142
H -2.703 0.326 -1.629
H 2.544 0.649 0.679
H -2.177 -0.973 0.457

Results
2S+1: 1
Total charge: 0
Structure (SMILES): C=C(C=O)OC.[H][H]
Energy above the lowest of the compared OMol25 structures with the same formula, charge and spin: 325.7 kJ/mol



ORCA calculation (ωB97M-V with the def2-TZVPD basis set) on one molecule with the formula C12H11O14P in a non-equilibrium geometry.

Atoms and positions in Å:
P -0.348 2.682 3.127
O 2.872 -2.987 1.318
O -3.778 -1.337 -3.066
O -1.594 2.943 2.263
O -0.836 2.375 4.648
O 0.419 -1.407 -4.162
O -2.424 -2.618 -1.696
O 2.987 1.651 3.152
O 1.934 -3.773 -0.712
O 0.219 4.076 2.988
O 1.637 0.784 4.676
O -0.964 1.768 -0.683
O 1.127 1.595 1.168
O -1.474 -0.690 -4.990
O -2.137 0.610 -2.656
C 1.702 -0.453 0.384
C -0.382 -0.439 -1.470
C 0.949 0.684 0.228
C 1.767 1.166 3.526
C 0.608 1.283 2.498
C -1.444 -0.573 -2.606
C 2.071 -2.883 0.136
C 0.521 -1.502 -1.257
C -2.565 -1.609 -2.404
C 1.468 -1.580 -0.200
C -0.828 -0.864 -3.969
C -0.147 0.661 -0.666
H -1.615 1.726 -1.416
H 3.109 -3.988 1.320
H 0.453 -1.509 -5.143
H -4.498 -1.950 -2.786
H 0.124 0.317 2.413
H 3.574 1.589 3.924
H -2.596 0.617 -3.526
H 0.355 -2.330 -1.942
H -1.370 3.169 4.955
H 2.404 -0.565 1.238
H -1.299 3.363 1.386

Results
2S+1: 1
Total charge: 0
Structure (SMILES): O=C(O)c1cc(O[C@@H](C(=O)O)P(=O)(O)O)c(O)c(C(O)(C(=O)O)C(=O)O)c1
Energy above the lowest of the compared OMol25 structures with the same formula, charge and spin: 208.3 kJ/mol



ORCA calculation (ωB97M-V with the def2-TZVPD basis set) on a 2-piece molecular cluster, C5H10N2O2 overall in a non-equilibrium geometry.

Atoms and positions in Å:
O 1.109 -0.459 0.108
O -2.187 -0.047 -2.232
N 1.755 0.207 2.223
N 2.508 -0.372 -0.311
C -0.351 1.248 -1.580
C -1.763 -0.330 0.160
C 0.833 0.217 1.310
C -1.644 -1.631 0.464
C -1.356 0.149 -1.370
H 1.512 0.866 2.966
H -0.202 1.836 -0.675
H -2.311 -2.109 1.175
H 2.787 -1.353 -0.285
H 2.948 0.033 0.526
H 0.053 0.989 1.406
H -0.714 1.957 -2.329
H -0.833 -2.211 0.032
H -2.641 0.199 0.523
H 0.499 0.811 -2.110

Results
2S+1: 1
Total charge: 0
Structure (SMILES): [H]/N=C/ON.C=CC(C)=O
Energy above the lowest of the compared OMol25 structures with the same formula, charge and spin: 559.2 kJ/mol



ORCA calculation (ωB97M-V with the def2-TZVPD basis set) on one molecule with the formula C3H4N2O in a non-equilibrium geometry.

Atoms and positions in Å:
O 1.408 -1.125 0.062
N -1.886 -0.044 -0.269
N 0.041 -1.340 -0.185
C -0.521 -0.161 -0.125
C 0.431 0.930 0.174
C 1.559 0.155 0.333
H -2.311 0.734 0.213
H -2.410 -0.906 -0.178
H 1.161 1.258 -0.691
H 2.528 0.500 0.666

Results
2S+1: 1
Total charge: 0
Structure (SMILES): Nc1ccon1
Energy above the lowest of the compared OMol25 structures with the same formula, charge and spin: 409.6 kJ/mol



ORCA calculation (ωB97M-V with the def2-TZVPD basis set) on a 4-piece molecular cluster, C23H20F37N4O3S overall.

Atoms and positions in Å:
S 0.803 -0.219 0.466
F -8.103 4.589 -4.106
F -1.731 0.450 -7.026
F -5.056 2.130 -5.921
F 0.491 1.547 -6.035
F 3.467 0.462 3.042
F 2.115 -1.100 0.578
F -0.792 -1.029 2.343
F 1.158 0.044 -1.035
F 1.338 -3.144 4.714
F 4.111 -1.419 -5.064
F -0.467 0.666 0.326
F 3.696 1.494 4.925
F 1.282 -1.291 2.857
F 1.195 -5.760 4.337
F 0.080 1.960 2.561
F 1.569 0.068 5.086
F -0.990 0.959 -4.535
F 0.005 -1.491 0.074
F -3.456 -2.830 7.690
F -5.452 4.260 -3.948
F 0.968 -4.272 6.553
F -0.723 0.605 4.042
F -1.297 -5.565 7.869
F 2.265 -2.064 -6.011
F 2.532 0.274 -7.681
F -4.660 -0.004 -6.238
F 4.098 -1.256 -7.782
F -6.461 4.507 -2.021
F 1.676 1.058 0.818
F -3.871 -0.249 -3.652
F -0.053 -0.919 -7.333
F -7.595 2.543 -4.680
F 1.120 2.194 4.958
F -0.871 -5.834 5.045
F -5.969 0.256 -3.910
F -3.440 -5.475 8.327
F -3.027 -4.160 6.031
O 2.375 -0.103 -4.901
O -4.491 1.800 -3.184
O -1.392 -2.912 6.969
N 5.516 0.866 0.800
N 4.739 3.094 1.201
N 5.241 2.219 -0.922
N 5.840 0.201 -0.362
C 5.651 1.066 -1.356
C -0.051 0.485 -5.410
C 4.577 3.047 2.656
C -2.307 -4.750 8.230
C 2.953 1.475 3.791
C -4.360 1.071 -5.474
C 3.009 -0.985 -5.736
C -5.501 2.448 -2.427
C -4.724 0.746 -4.021
C 3.128 2.823 3.138
C 0.391 -3.848 5.415
C 0.064 -5.038 4.506
C 0.405 -0.454 2.326
C -6.246 3.639 -3.052
C -2.524 -3.659 7.174
C 5.150 2.105 0.420
C 1.513 1.112 4.264
C -0.719 -2.831 5.731
C -7.638 3.407 -3.650
C 0.326 0.840 3.251
C 1.007 -0.201 -4.532
C 3.536 -0.308 -7.008
C -0.848 -0.364 -6.404
H 5.234 2.286 3.052
H -2.076 -4.292 9.193
H -4.945 2.897 -1.606
H 0.724 -1.226 -4.291
H -1.415 -2.731 4.896
H 2.913 3.543 3.912
H 4.282 0.446 -6.746
H 4.934 3.991 3.031
H 6.130 -0.762 -0.379
H 4.519 3.958 0.735
H -8.323 3.030 -2.885
H 5.571 0.424 1.702
H 0.971 0.354 -3.597
H 5.826 0.789 -2.378
H -0.275 -4.685 3.527
H -6.193 1.736 -1.978
H -3.297 1.286 -5.549
H -0.186 -1.883 5.803
H -1.404 -1.149 -5.882
H 2.433 3.015 2.343

Results
Energy: -147652.25898 eV
2S+1: 1
Total charge: +1